[1]
{
  "formula": "C3H5N3",
  "method": "ωB97M-V/def2-TZVPD",
  "spin_multiplicity": 1,
  "de_lowest_kj_mol": 309.5,
  "homo_lumo_gap_ha": 0.3461,
  "symbols": ["N", "N", "N", "C", "C", "C", "H", "H", "H", "H", "H"],
  "xyz": [[1.52813, 1.28306, -0.25442], [0.19754, 1.20553, -0.12725], [-1.69565, -0.09999, 0.16163], [0.51041, -1.15424, 0.16646], [2.53199, 0.67811, -0.45735], [-0.30547, -0.09858, 0.07923], [-0.24940, 2.00930, 0.29225], [-2.06896, -1.03019, 0.29221], [0.16640, -2.16872, 0.03211], [-2.17393, 0.39586, -0.58038], [1.55894, -1.02014, 0.39550]],
  "atomic_forces_ev_per_a": [[0.82, -0.49, -0.18], [-0.11, -0.08, -0.05], [-0.04, -0.07, -0.15], [-0.14, -0.02, 0.10], [-0.51, 1.05, 0.13], [0.14, -0.20, -0.02], [0.12, -0.21, 0.13], [0.00, 0.16, 0.02], [-0.26, 0.06, 0.28], [0.11, -0.05, 0.00], [-0.12, -0.13, -0.25]],
  "mulliken_charge": [-0.220, -0.097, -0.522, -0.889, -0.122, 0.650, 0.307, 0.225, 0.224, 0.241, 0.205]
}

=====

[2]
{
  "formula": "C3H12NO",
  "method": "ωB97M-V/def2-TZVPD",
  "charge": 1,
  "spin_multiplicity": 1,
  "de_lowest_kj_mol": 112.5,
  "homo_lumo_gap_ha": 0.3965,
  "symbols": ["O", "N", "C", "C", "C", "H", "H", "H", "H", "H", "H", "H", "H", "H", "H", "H", "H"],
  "xyz": [[-1.47838, -1.04645, 0.14487], [0.60774, 0.64163, -1.46606], [-2.32465, -2.07935, 0.67159], [1.57286, 0.49234, -0.28527], [1.32332, 1.64082, 0.67701], [2.55812, 0.59193, -0.71235], [-3.00913, -2.30849, -0.14352], [-2.86957, -1.66390, 1.52022], [2.18817, 1.81391, 1.31279], [1.40606, -0.49523, 0.12004], [-0.96900, -0.64695, 0.85387], [0.62912, -0.20623, -2.03283], [-0.34972, 0.80929, -1.14873], [0.52134, 1.42381, 1.37735], [1.08978, 2.53903, 0.12472], [-1.80565, -2.99434, 0.94305], [0.90957, 1.48819, -1.95675]],
  "atomic_forces_ev_per_a": [[0.76, 0.22, -0.38], [0.50, 0.27, 0.74], [-0.46, 0.48, -0.24], [-0.52, 0.63, -0.12], [-0.02, -0.63, 0.47], [0.30, -0.32, -0.17], [-0.11, -0.04, 0.21], [-0.14, -0.33, -0.02], [0.18, 0.07, -0.21], [0.11, -0.15, 0.14], [-0.19, -0.23, 0.35], [-0.12, 0.26, -0.33], [-0.14, -0.36, 0.08], [-0.32, 0.04, -0.13], [0.04, 0.45, 0.00], [0.31, 0.08, 0.08], [-0.19, -0.42, -0.47]],
  "mulliken_charge": [-0.475, -0.289, -0.565, -0.416, -1.042, 0.376, 0.210, 0.274, 0.341, 0.362, 0.271, 0.340, 0.315, 0.308, 0.363, 0.269, 0.359]
}

=====

[3]
{
  "formula": "C3H9N",
  "method": "ωB97M-V/def2-TZVPD",
  "charge": 1,
  "spin_multiplicity": 2,
  "de_lowest_kj_mol": 190.0,
  "s_squared": 0.75,
  "homo_lumo_gap_ha": [0.2671, 0.2097],
  "symbols": ["N", "C", "C", "C", "H", "H", "H", "H", "H", "H", "H", "H", "H"],
  "xyz": [[1.74751, 1.19171, 1.90940], [-1.15244, -0.59308, -1.34122], [-0.66267, -1.21410, -0.09998], [-0.61659, 0.52317, -1.94384], [-1.27604, 1.39587, -1.98172], [2.55521, 0.58322, 1.98288], [0.94606, 0.69798, 2.28510], [-0.21294, -2.18576, -0.38403], [-2.14427, -0.85262, -1.74331], [0.04883, -0.55180, 0.39274], [1.85152, 1.85551, 2.66505], [0.40397, 0.62948, -2.30583], [-1.48816, -1.47958, 0.56476]],
  "atomic_forces_ev_per_a": [[-0.46, 0.06, 0.27], [-0.93, 0.45, 0.44], [0.35, -0.27, -0.52], [0.23, 0.24, 0.00], [-0.02, -0.17, -0.66], [-0.06, -0.14, 0.02], [-0.03, -0.61, -0.19], [0.14, 0.15, 0.16], [0.12, -0.16, 0.36], [0.18, -0.33, -0.02], [0.47, 0.61, -0.13], [0.12, 0.07, 0.45], [-0.11, 0.09, -0.20]],
  "mulliken_spin": [0.000, 0.278, 0.030, 0.458, 0.053, 0.000, 0.000, 0.060, 0.063, 0.001, 0.000, 0.053, 0.004]
}

=====

[4]
{
  "formula": "C5H8O2",
  "method": "ωB97M-V/def2-TZVPD",
  "smiles": "C=C1CC(=O)C1.O",
  "spin_multiplicity": 1,
  "de_lowest_kj_mol": 168.8,
  "homo_lumo_gap_ha": 0.3828,
  "symbols": ["O", "O", "C", "C", "C", "C", "C", "H", "H", "H", "H", "H", "H", "H", "H"],
  "xyz": [[3.06072, -0.07599, 0.01527], [-1.47577, -1.25043, -1.64523], [0.83603, 0.99733, -0.40962], [-0.15134, 0.26976, 0.47668], [1.87110, -0.00282, 0.10648], [0.82004, -0.83703, 0.83407], [-1.35196, 0.59925, 0.94075], [0.62847, -1.78954, 0.32932], [-1.85588, -0.01215, 1.68445], [0.64758, 0.87962, -1.48110], [0.99469, -1.03870, 1.89497], [-1.39476, -0.66775, -0.85459], [-1.81293, -0.65663, -2.33516], [1.01879, 2.05599, -0.20617], [-1.83478, 1.52911, 0.64990]],
  "atomic_forces_ev_per_a": [[-0.24, 0.03, 0.02], [-0.08, 0.70, 0.15], [-0.04, 0.16, -0.20], [-0.63, 0.46, 0.71], [0.76, -0.07, -0.12], [-0.08, -0.25, 0.06], [0.27, 0.07, 0.14], [0.00, 0.09, -0.06], [0.02, 0.02, -0.17], [0.04, -0.08, 0.04], [0.01, 0.11, -0.13], [-0.24, -0.56, -0.69], [0.12, -0.35, 0.25], [0.03, -0.14, 0.06], [0.03, -0.18, -0.05]],
  "mulliken_charge": [-0.549, -0.669, -0.231, -0.214, 0.221, -0.238, -0.611, 0.227, 0.270, 0.208, 0.315, 0.376, 0.306, 0.316, 0.274]
}